(1)
A cluster of 2 separate species, C2H6OS in total, computed with ωB97M-V with the def2-TZVPD basis set.

Structure (ORCA input):
```
! wB97M-V def2-TZVPD RIJCOSX def2/J DEFGRID3
* xyz 0 1
H 2.34559 0.23713 1.94660
O -1.48237 -1.84588 -1.78662
C -2.36993 -1.14485 -1.37446
H -2.42069 -0.88929 -0.30425
H 1.98031 -0.45542 0.36728
H 2.55851 1.22940 0.51801
C 1.96292 0.44710 0.96683
H 0.31654 2.20301 0.56726
S 0.24759 1.02062 1.18440
H -3.13846 -0.80182 -2.08506
*
```

The calculation puts the HOMO energy at -0.336 Eh. For the total energy, the calculation gives -553.180594 hartree. Its SMILES is C=O.CS. For the HOMO-LUMO gap, the calculation gives 0.366 Eh.

=====

(2)
A cluster of 2 separate species, C40H36N3S in total at a distorted geometry, computed with ωB97M-V with the def2-TZVPD basis set.

Structure (ORCA input):
```
! wB97M-V def2-TZVPD RIJCOSX def2/J DEFGRID3
* xyz 1 1
H -2.92364 -1.35181 -4.83180
H 5.94404 0.95987 -0.92725
H 0.55062 -3.44282 5.18245
H 0.97177 4.87392 0.35751
H 0.54005 3.02276 -0.84374
H -2.17771 -1.32954 4.96542
H 1.64686 -5.53339 4.26669
C 1.07912 5.84144 2.29534
C 0.29940 -4.11269 -3.32344
C 1.24307 -3.53383 -2.46922
H 1.23015 6.52432 4.34189
C -1.46456 -3.01136 -2.08688
C -1.10272 -1.16377 4.80409
H 0.36061 -4.43688 0.28391
H -3.23235 2.97840 -0.74870
C 2.43663 1.89735 0.50788
C -4.55829 0.08959 -4.61574
C -2.40420 0.29213 -3.56607
C 1.18599 5.65887 3.67774
C 0.57160 -3.65888 4.11755
C 1.04580 2.20959 1.06720
H -5.95673 1.68828 -4.21934
H 1.58236 -2.36291 -0.68900
H 5.51894 3.25603 -0.03471
H 1.52568 -6.01251 1.83294
C 1.05932 3.43654 1.97851
H 1.34152 4.20897 5.28276
C 1.18041 3.25454 3.35940
C 2.65936 0.63755 -0.05961
C 0.02719 -2.76066 3.20887
C -1.05964 -3.84861 -3.11071
H 1.45600 -4.50144 -5.10071
C 3.47404 2.84108 0.49318
C 0.84432 -2.74989 -1.39556
H 2.30518 -3.72173 -2.64194
N -0.08619 0.99729 -0.73888
C -2.17423 2.99228 -1.02450
C -0.52015 -2.43038 -1.19425
C -4.96316 1.29010 -4.01489
H 0.71555 1.35101 1.67495
H -0.54542 -1.73032 5.55273
C 1.02115 4.72907 1.44303
C -0.64778 -1.79283 1.21801
C 0.06621 2.32304 -0.11591
H -1.69183 -0.10936 2.30557
C 0.48905 -4.18405 1.33356
H -0.90131 -0.09298 4.92225
H -4.40681 2.90432 -2.65180
C 3.91049 0.29056 -0.57147
C -1.30439 2.88124 0.21144
C 1.15576 -4.82477 3.59833
C -1.08463 -1.00926 2.31794
H -1.76998 2.22664 0.96233
S -0.77231 -0.11647 -3.10588
H -1.20634 3.87309 0.66244
N -1.91322 1.88787 -1.96178
H -2.52629 -2.80711 -1.93175
N -0.69950 -1.59842 3.48021
H -1.97497 3.94588 -1.53697
C 4.72711 2.50551 -0.03295
H 1.23275 2.23541 3.75479
H -0.09974 -5.34883 -5.03240
C -2.83160 1.45942 -2.93082
C 0.03766 -2.95855 1.80956
C -0.85073 1.04150 -1.78914
H 1.26533 -5.89963 -4.04787
C -3.27085 -0.41908 -4.39400
C -0.94431 -1.54933 -0.12629
H -5.24675 -0.45325 -5.26402
C -4.10322 1.98324 -3.14967
H 3.31284 3.84277 0.89805
H 4.05641 -0.70553 -0.99002
H 1.81482 -0.05168 -0.11966
H -1.75756 -0.84978 -0.31790
C 0.75022 -5.01114 -4.43422
H 1.03590 6.84395 1.86624
C 1.09594 -5.08826 2.22247
C 1.24687 4.36430 4.20739
C 4.95616 1.22529 -0.54608
H -1.79717 -4.30131 -3.77705
*
```

The calculation puts the HOMO energy at -0.374 Eh. For the total energy, the calculation gives -2108.090467 hartree. For the HOMO-LUMO gap, the calculation gives 0.210 Eh.

=====

(3)
An isolated molecule of C6H7Cl at a distorted geometry, computed with ωB97M-V with the def2-TZVPD basis set.

Structure (ORCA input):
```
! wB97M-V def2-TZVPD RIJCOSX def2/J DEFGRID3
* xyz 0 1
H -0.47987 -2.05918 -0.10173
H 1.63734 1.32816 1.45391
H 0.30444 -1.00155 2.00538
C -1.23509 -0.14308 0.48700
H 0.89931 0.32379 -1.42186
C -0.24862 1.70277 0.42886
C -0.24735 -0.99927 -0.18678
C 0.11228 -0.37144 1.15050
Cl -0.56250 3.21268 -0.18567
C 0.44344 -0.66060 -1.48378
H -2.25381 -0.27712 0.78651
C 0.67901 1.00259 1.06869
H 1.22140 -1.39339 -1.69530
H -0.26997 -0.66438 -2.30573
*
```

The calculation puts the HOMO energy at -0.321 Eh. For the total energy, the calculation gives -692.849515 hartree. For the HOMO-LUMO gap, the calculation gives 0.358 Eh.

=====

(4)
An isolated molecule of C4H4OS at a distorted geometry, computed with ωB97M-V with the def2-TZVPD basis set.

Structure (ORCA input):
```
! wB97M-V def2-TZVPD RIJCOSX def2/J DEFGRID3
* xyz 0 1
H -3.16530 0.58003 0.06345
H 0.46802 -1.45979 -0.85218
H -0.02643 1.55218 -0.06408
C 0.30650 -0.81605 0.00008
H 0.43928 -1.47397 0.88151
S 2.95262 -0.07156 -0.00031
C -2.18579 0.17924 -0.00708
O 0.92188 1.53060 0.00910
C -1.09528 -0.30591 -0.01431
C 1.38449 0.28523 -0.01618
*
```

The calculation puts the HOMO energy at -0.327 Eh. For the total energy, the calculation gives -628.166919 hartree. Its SMILES is C#CCC(O)=S. For the HOMO-LUMO gap, the calculation gives 0.344 Eh.

=====

What energy above the lowest of the compared OMol25 structures with the same formula, charge and spin values result from the calculations? In sequence: 14.3; 16.3; 84.5; 42.7 kcal per mole.
What E_LUMO values result from the calculations? In sequence: 0.0304; -0.1642; 0.0364; 0.0170 hartree.